Computed, not measured: C7H8AsCl2F6NO4S8Tc as an isolated structure at a distorted geometry, with the ωB97M-V functional and the def2-TZVPD basis.

Cartesian coordinates (Å):
1 Tc -0.2544 1.1374 -1.0308
2 S -0.2188 -3.3183 2.6164
3 As 0.7966 -3.9455 0.8737
4 S 0.7584 -2.2918 -0.7664
5 S 0.0040 -0.6008 0.1862
6 S 2.8670 -4.3945 1.2279
7 C -2.0960 4.4811 1.6839
8 C -1.8805 3.3719 0.6876
9 S -0.2104 2.8849 0.4323
10 C -2.8569 2.7821 -0.0105
11 C -4.3195 3.1061 0.1014
12 S -2.4465 1.5302 -1.1838
13 H -1.2162 4.5920 2.3176
14 H -2.9534 4.2830 2.3313
15 H -2.2705 5.4390 1.1842
16 H -4.5448 3.6543 1.0175
17 H -4.9165 2.1916 0.0926
18 H -4.6532 3.7166 -0.7438
19 F 2.3636 -1.4918 -3.6259
20 C 2.5817 -0.2579 -4.0544
21 F 3.7689 0.1455 -3.6275
22 F 2.5791 -0.2654 -5.3894
23 S 1.2287 0.8645 -3.4144
24 O 0.0926 0.0017 -3.1726
25 O 1.7729 1.4408 -2.1846
26 N 0.8909 1.8622 -4.5568
27 S 1.8462 3.0466 -5.0075
28 O 3.2430 2.7649 -4.8379
29 O 1.3753 3.5597 -6.2573
30 C 1.4755 4.4062 -3.7838
31 F 0.2380 4.3101 -3.3126
32 F 2.3314 4.3810 -2.7688
33 F 1.5998 5.5911 -4.4020
34 Cl 0.7837 0.1864 3.4116
35 C 1.2560 -0.7100 4.8367
36 Cl 2.4500 0.1578 5.8527
37 H 1.7035 -1.6452 4.5192
38 H 0.3830 -0.8829 5.4536

Atoms 1-6, force components in eV/Å:
0.0 -0.1 0.0
-0.2 -0.1 -0.3
0.8 0.3 0.6
-0.1 -0.2 0.0
0.1 0.1 0.0
-0.5 -0.1 -0.3

Output
E_HOMO (spin up / spin down)	-2.0 / -2.4	eV
charge	-2
relative energy (zero: lowest compared OMol25 entry of this formula, charge and spin)	6.7	kcal/mol
expectation value of S²	0.8182
spin multiplicity	2
HOMO-LUMO gap (spin up / spin down)	0.22913 / 0.21750	Eh